1.
C6H16O4 | wB97M-V/def2-TZVPD

XYZ file:
```
26
Properties=species:S:1:pos:R:3:nbo_charge:R:1
C 2.902 1.784 3.100 -0.245
O 1.950 1.324 2.190 -0.555
C 0.794 0.586 2.616 0.235
O 1.185 -0.693 2.957 -0.542
C 1.260 -0.947 4.327 -0.250
H 3.425 0.967 3.625 0.163
H 2.396 2.417 3.849 0.159
H 3.650 2.397 2.570 0.198
H 0.365 1.127 3.480 0.130
H -0.001 0.485 1.853 0.179
H 1.680 -1.955 4.483 0.197
H 0.277 -0.894 4.825 0.167
H 1.932 -0.209 4.798 0.164
C -2.378 -0.845 -5.375 -0.260
O -2.184 -0.367 -4.092 -0.545
C -0.922 -0.579 -3.590 0.251
O -0.772 0.212 -2.421 -0.546
C -1.625 -0.013 -1.283 -0.255
H -3.474 -0.929 -5.464 0.196
H -1.929 -1.821 -5.623 0.169
H -2.023 -0.098 -6.105 0.169
H -0.698 -1.648 -3.411 0.130
H -0.213 -0.211 -4.357 0.148
H -2.597 0.436 -1.547 0.181
H -1.206 0.535 -0.422 0.189
H -1.791 -1.062 -0.986 0.171
```

Output
- SMILES: COCOC.COCOC
- HOMO energy: -9.835 eV
- E_LUMO: 0.035 hartree
- Energy above the lowest of the compared OMol25 structures with the same formula, charge and spin: 80.8 kcal per mole
- Gap between HOMO and LUMO: 10.79 eV
- Total charge: 0


2.
C6H16S | wB97M-V/def2-TZVPD

XYZ file:
```
23
Properties=species:S:1:pos:R:3:nbo_charge:R:1
C -0.026 0.041 -2.642 -0.628
C 0.116 1.237 -1.705 -0.544
S -1.412 1.686 -0.916 0.147
C -1.196 1.255 0.906 -0.715
H -0.332 -0.707 -1.912 0.201
H 0.971 -0.309 -2.845 0.215
H -0.834 0.312 -3.352 0.222
H 0.990 0.895 -1.007 0.216
H 0.365 2.113 -2.304 0.212
H -1.169 2.334 1.319 0.226
H -2.139 0.944 1.236 0.215
H -0.404 0.530 1.107 0.228
C 1.333 -0.679 2.110 -0.630
C 1.346 -1.746 1.057 -0.383
C 0.963 -3.124 1.753 -0.609
H 1.919 -1.029 2.963 0.208
H 1.880 0.138 1.791 0.209
H 0.333 -0.359 2.485 0.208
H 0.638 -1.555 0.133 0.190
H 2.421 -2.011 0.623 0.200
H 0.089 -3.105 2.386 0.202
H 0.739 -3.768 0.955 0.204
H 1.909 -3.297 2.214 0.204
```

Output
- SMILES: CCSC.CCC
- HOMO energy: -8.252 eV
- E_LUMO: 0.036 hartree
- Energy above the lowest of the compared OMol25 structures with the same formula, charge and spin: 48.3 kcal per mole
- Gap between HOMO and LUMO: 9.23 eV
- Total charge: 0


3.
C6H16S2 | wB97M-V/def2-TZVPD

XYZ file:
```
24
Properties=species:S:1:pos:R:3:nbo_charge:R:1
C -1.284 0.626 -3.857 -0.613
C -0.843 2.127 -3.710 -0.545
S -2.109 3.150 -4.456 0.192
C -1.393 4.789 -4.063 -0.742
H -0.988 0.213 -4.835 0.210
H -2.375 0.507 -3.740 0.217
H -0.781 0.049 -3.063 0.213
H 0.193 2.344 -4.036 0.213
H -0.887 2.267 -2.613 0.201
H -0.352 4.872 -4.417 0.213
H -1.410 4.960 -2.974 0.211
H -1.994 5.575 -4.552 0.230
C 0.689 -4.251 2.902 -0.616
C 0.894 -3.102 3.903 -0.541
S 1.878 -1.820 3.150 0.206
C 1.927 -0.793 4.611 -0.757
H 0.143 -5.079 3.384 0.215
H 1.660 -4.631 2.544 0.212
H 0.105 -3.903 2.033 0.214
H 1.301 -3.441 4.875 0.208
H -0.106 -2.665 4.091 0.202
H 0.891 -0.478 4.817 0.210
H 2.565 0.106 4.559 0.235
H 2.276 -1.423 5.447 0.211
```

Output
- SMILES: CCSC.CCSC
- HOMO energy: -8.455 eV
- E_LUMO: 0.032 hartree
- Energy above the lowest of the compared OMol25 structures with the same formula, charge and spin: 16.6 kcal per mole
- Gap between HOMO and LUMO: 9.34 eV
- Total charge: 0


4.
C6H16SSi | wB97M-V/def2-TZVPD

XYZ file:
```
24
Properties=species:S:1:pos:R:3:nbo_charge:R:1
C -2.509 -1.472 -1.300 -0.596
C -1.561 -0.377 -0.920 -0.438
C -0.483 -0.964 -0.026 -0.721
S -1.109 -1.714 1.582 -0.060
Si 0.945 0.298 0.419 1.548
C 1.731 0.948 -1.275 -1.042
C 2.371 -0.449 1.447 -1.074
C 0.002 1.805 1.202 -1.060
H -2.034 -2.535 -1.160 0.197
H -2.768 -1.314 -2.298 0.207
H -3.373 -1.500 -0.634 0.216
H -2.059 0.382 -0.425 0.210
H -1.149 -0.026 -1.775 0.203
H 0.070 -1.884 -0.482 0.233
H -0.582 -0.788 2.390 0.111
H 2.437 0.304 -1.584 0.224
H 0.937 1.165 -1.918 0.222
H 2.307 1.799 -1.150 0.229
H 2.145 -0.845 2.320 0.234
H 2.784 -1.283 0.987 0.238
H 3.054 0.279 1.741 0.236
H -0.249 1.669 2.241 0.232
H 0.649 2.593 1.290 0.229
H -0.719 2.084 0.579 0.221
```

Output
- SMILES: CC[C@H](S)[Si](C)(C)C
- HOMO energy: -8.980 eV
- E_LUMO: 0.031 hartree
- Energy above the lowest of the compared OMol25 structures with the same formula, charge and spin: 13.5 kcal per mole
- Gap between HOMO and LUMO: 9.83 eV
- Total charge: 0


Number 1: energy -539.05826 Ha. Number 2: energy -636.30482 Ha. Number 3: energy -1034.54965 Ha. Number 4: energy -925.84219 Ha.